Entry 1:
Density functional theory data (ωB97M-V/def2-TZVPD) for a cluster of 2 separate species, C4H12 in total at a distorted geometry.

XYZ file:
```
16
C4H12, DFT ωB97M-V/def2-TZVPD
C 1.707 0.979 0.490
C 0.928 1.607 1.634
C -1.365 -0.603 -1.330
C -1.244 -1.993 -0.749
H 2.058 1.676 -0.261
H -2.380 -0.285 -1.579
H -1.007 0.185 -0.672
H 1.069 1.086 2.571
H 2.537 0.369 0.844
H -1.970 -2.676 -1.200
H -0.822 -0.503 -2.280
H -1.351 -2.047 0.333
H 1.187 2.666 1.749
H -0.255 -2.432 -0.919
H 1.057 0.301 -0.072
H -0.149 1.671 1.440
```

## Properties
Orbital gap in eV: 12.67
SMILES: CC.CC
Energy relative to the best compared isomer or geometry (same formula, charge and spin) in kJ/mol: 20.6
Net charge: 0

***

Entry 2:
Density functional theory data (ωB97M-V/def2-TZVPD) for a structure of composition C33H54As2N4O10PdSSi4Te at a distorted geometry.

XYZ file:
```
110
C33H54As2N4O10PdSSi4Te, DFT ωB97M-V/def2-TZVPD
Te -0.539 2.028 -1.142
Pd 0.598 0.511 0.457
As 5.213 -0.198 -2.857
As 2.026 0.316 -1.382
S 1.175 -0.507 2.834
Si -2.712 3.613 -3.813
Si -3.749 3.854 -0.101
Si -1.967 4.062 -1.629
Si -0.983 6.184 -1.452
O 1.919 -1.014 1.659
O 2.323 -3.402 -0.023
O 6.407 3.015 -2.363
O 6.366 2.140 -0.334
O 3.839 3.978 -1.113
O 5.615 -2.919 -3.253
O 2.374 2.965 0.252
O 4.112 -4.027 -1.991
O 0.925 -2.322 -1.365
O 1.244 -1.313 4.016
N -0.753 -2.371 2.028
N -0.326 -0.076 2.351
N -1.956 -0.729 0.821
N 3.940 4.379 4.666
C 1.275 1.913 4.108
C 4.695 1.359 -1.790
C 4.616 -2.991 -2.346
C -1.026 -1.109 1.703
C 3.909 2.368 3.342
C 3.280 3.252 4.220
C 2.038 -2.432 -0.866
C -2.344 -3.036 0.392
C 1.911 1.044 3.230
C 3.454 1.657 -1.392
C 5.683 3.247 -3.573
C 1.951 3.014 4.592
C 6.985 -0.439 -2.059
C 1.625 0.216 -3.289
C 3.489 -3.333 0.801
C 3.045 -1.394 -1.299
C -1.387 -3.317 1.352
C -2.595 -1.692 0.178
C -4.280 2.060 0.045
C -2.157 7.500 -2.101
C 2.038 4.226 0.845
C 3.230 1.266 2.859
C -0.542 6.657 0.324
C 0.579 6.195 -2.504
C 4.198 -1.609 -1.935
C 5.862 2.240 -1.422
C -3.448 5.111 -4.678
C -5.156 4.926 -0.747
C 6.105 -4.170 -3.747
C 3.252 2.988 -0.741
C -3.225 4.470 1.592
C -1.287 2.952 -4.852
C -4.015 2.261 -3.694
H 7.611 0.392 -2.382
H -3.331 -1.366 -0.551
H -4.226 5.582 -4.080
H -3.647 1.452 -3.061
H 2.819 4.527 1.536
H -4.893 1.906 0.934
H 0.673 -0.310 -3.390
H -1.075 1.920 -4.571
H 7.411 -1.367 -2.428
H -5.998 4.929 -0.054
H 0.452 7.105 0.363
H 6.940 -0.444 -0.972
H -2.509 7.291 -3.108
H 0.990 7.201 -2.597
H 7.076 -3.957 -4.184
H 0.374 5.821 -3.508
H -4.827 5.956 -0.879
H 4.666 3.569 -3.348
H 2.407 -0.348 -3.795
H 6.190 -4.890 -2.935
H -2.853 -3.808 -0.162
H 4.335 -3.782 0.277
H 5.678 2.355 -4.203
H -5.516 4.569 -1.711
H -4.944 2.628 -3.259
H -0.373 3.527 -4.698
H -4.240 1.844 -4.677
H 0.255 1.715 4.411
H 1.553 1.221 -3.711
H 3.728 0.568 2.198
H 3.244 -3.911 1.688
H 3.576 4.836 5.485
H -4.028 4.309 2.314
H 1.351 5.557 -2.074
H 3.692 -2.308 1.092
H 1.104 4.050 1.374
H -2.982 5.532 1.582
H -1.117 -4.337 1.599
H -3.888 4.810 -5.629
H 6.218 4.046 -4.080
H -3.410 1.404 0.133
H 1.920 4.984 0.074
H -2.347 3.925 1.944
H -1.647 8.464 -2.112
H 5.426 -4.560 -4.504
H 1.459 3.693 5.276
H -2.687 5.861 -4.888
H -4.854 1.742 -0.825
H 4.942 4.382 4.590
H 4.930 2.551 3.030
H -1.530 2.976 -5.915
H -3.034 7.593 -1.461
H -1.253 7.385 0.713
H -0.548 5.803 0.999
```

## Properties
Spin multiplicity: 3
Orbital gap (alpha / beta) in eV: 6.32 / 5.71
Expectation value of S²: 2.01
Energy relative to the best compared isomer or geometry (same formula, charge and spin) in kJ/mol: 0.0
Net charge: 0

***

Entry 3:
Density functional theory data (ωB97M-V/def2-TZVPD) for a structure of composition C40H41BLaN6O3SSi2 at a distorted geometry.

XYZ file:
```
95
C40H41BLaN6O3SSi2, DFT ωB97M-V/def2-TZVPD
La -0.199 0.861 0.556
S -4.021 -5.883 6.293
Si -2.931 -0.946 -1.229
Si 2.099 0.529 -2.348
O -3.861 -3.894 8.054
O 1.678 0.917 -0.858
O -1.836 0.211 -0.978
N 0.415 4.090 -0.278
N 2.171 3.131 1.378
N -0.044 4.005 2.195
N 1.901 1.884 1.825
N -0.458 3.112 -0.599
N -0.783 2.876 2.269
C 4.548 0.764 -3.893
C -1.447 4.298 3.877
C 1.245 1.486 -3.728
C -0.678 1.788 -5.184
C 1.365 -2.156 -1.649
C 1.801 2.643 -4.284
C -0.698 -0.980 2.152
C -3.500 -1.029 -3.018
C 1.608 -3.198 -4.203
C -4.456 -0.679 -0.164
C -0.424 4.870 3.149
C 4.800 0.755 -1.512
C 3.499 3.335 1.350
C 0.513 4.966 -1.295
C 1.839 -1.849 -3.972
C -3.274 -2.633 4.016
C -0.010 1.078 -4.195
C 1.132 -3.509 -1.868
C -4.165 -5.038 7.868
C 1.725 -1.296 -2.690
C 4.128 2.189 1.791
C 1.144 3.354 -5.282
C -3.216 -4.663 5.298
C -3.920 -3.573 4.801
C -1.866 -4.814 4.994
C 3.072 1.311 2.069
C 1.254 -4.033 -3.147
C -1.628 3.043 3.279
C -0.097 2.925 -5.736
C -2.304 -2.667 -0.827
C -1.252 -1.792 2.886
C 3.955 0.719 -2.625
C -1.915 -2.767 3.705
C -0.316 4.547 -2.316
C 6.181 0.836 -1.654
C -1.225 -3.876 4.201
C 6.748 0.881 -2.921
C -4.652 -5.955 8.968
C -0.900 3.372 -1.823
C 5.928 0.844 -4.044
B 1.063 4.198 1.127
H -0.612 3.476 -6.514
H -1.647 -3.037 -1.621
H -1.325 -5.670 5.379
H -1.979 4.717 4.715
H 3.924 0.737 -4.781
H -5.239 -1.411 -0.393
H -4.873 0.324 -0.304
H -2.321 2.256 3.536
H 5.186 2.013 1.887
H -3.816 -1.784 3.623
H 3.904 4.280 1.024
H 1.596 4.247 -5.701
H 7.823 0.947 -3.035
H 1.068 -5.086 -3.323
H 1.695 -3.601 -5.207
H 6.364 0.879 -5.036
H 0.059 5.829 3.243
H -1.739 -2.661 0.110
H -5.280 -5.395 9.658
H 1.157 5.828 -1.219
H -4.972 -3.463 5.031
H -3.136 -3.373 -0.718
H -0.466 5.006 -3.278
H -0.177 -3.991 3.956
H -1.652 1.455 -5.524
H -1.608 2.703 -2.287
H 2.762 3.000 -3.927
H 2.107 -1.207 -4.808
H -2.678 -1.359 -3.664
H -0.483 0.201 -3.760
H 6.816 0.865 -0.775
H 1.273 -1.767 -0.641
H -3.847 -0.056 -3.385
H 4.360 0.735 -0.520
H -4.321 -1.747 -3.124
H -5.193 -6.812 8.568
H 0.844 -4.150 -1.043
H 3.105 0.295 2.433
H -4.188 -0.789 0.894
H -3.778 -6.319 9.511
H 1.550 5.296 1.236
```

## Properties
Orbital gap in eV: 8.03
Net charge: -1

***

Entry 4:
Density functional theory data (ωB97M-V/def2-TZVPD) for a structure of composition C38H60BiN3OP2 at a distorted geometry.

XYZ file:
```
105
C38H60BiN3OP2, DFT ωB97M-V/def2-TZVPD
Bi 0.589 -0.630 0.793
P -1.255 0.303 -1.229
P 2.150 1.544 1.041
O -1.559 0.861 2.302
N 1.619 -0.410 -1.139
N 2.410 -2.247 1.422
N 0.216 -3.548 -0.022
C -3.006 -0.233 -1.014
C -4.001 0.034 -2.186
C 1.029 -5.066 1.740
C 1.441 3.012 1.985
C 2.129 -2.967 2.729
C 2.837 3.438 -2.440
C 4.768 2.359 1.762
C -4.931 0.155 3.645
C -1.282 1.827 -3.644
C -1.151 -1.646 -3.325
C 0.929 -4.768 0.239
C 2.017 0.828 -1.563
C 0.140 3.464 1.323
C -2.854 -1.677 -0.509
C -3.045 -1.252 3.167
C 0.882 -1.203 -2.112
C -5.709 -0.881 4.177
C -1.187 1.975 -2.164
C 0.818 -2.905 -3.910
C 2.110 1.181 -2.914
C -0.467 -0.929 -2.308
C -2.727 1.112 2.728
C 2.100 -4.439 2.680
C 2.218 1.898 -0.708
C 2.592 3.182 -1.099
C -1.195 -3.164 -5.342
C -3.635 0.036 3.169
C -3.739 -2.282 3.868
C 3.120 4.918 -2.884
C -3.020 2.506 3.066
C -0.485 -2.620 -4.116
C -2.236 2.943 -1.613
C 1.525 -2.196 -2.856
C 3.859 1.112 1.635
C -5.065 -2.121 4.275
C 2.513 2.433 -3.354
C 1.257 2.751 3.437
C 4.596 0.201 0.681
H 1.333 -3.622 -4.494
H 2.669 -2.219 -2.852
H 1.100 -6.120 1.838
H -3.360 0.296 -0.093
H 0.090 -4.775 2.185
H 4.920 2.976 0.853
H -3.955 2.776 2.533
H 3.890 0.647 2.611
H 2.568 -3.004 0.845
H -2.164 -2.654 -5.443
H 0.312 3.857 0.327
H -1.242 2.919 -3.977
H 2.875 -2.604 3.454
H -2.221 1.422 -3.986
H -3.859 -2.140 -0.349
H 1.963 0.366 -3.604
H 1.014 3.669 4.006
H 1.947 -4.799 3.692
H -0.586 2.664 1.334
H 5.793 2.007 2.081
H -0.300 4.330 1.883
H -2.202 -1.645 0.412
H -3.534 0.525 -3.005
H -1.959 -1.343 3.022
H 4.363 3.020 2.527
H -2.401 -2.370 -1.190
H -5.575 -2.965 4.733
H 1.881 -4.656 -0.320
H -5.406 1.114 3.719
H 3.315 -1.763 1.559
H 3.071 -4.866 2.375
H 2.123 3.841 1.844
H 2.278 5.554 -3.154
H -0.404 1.276 -4.039
H -6.708 -0.719 4.438
H -3.212 2.716 -2.034
H -4.279 -0.890 -2.534
H 1.116 -2.592 3.003
H -1.230 -4.267 -5.344
H 0.528 1.946 3.663
H -0.732 -3.592 0.284
H 0.267 -3.384 -1.051
H 3.671 5.430 -2.101
H 4.050 -0.662 0.297
H 2.324 2.699 -4.376
H 2.092 2.308 3.934
H 2.678 4.062 -0.467
H 5.599 0.033 1.017
H -4.927 0.577 -1.944
H 3.744 4.880 -3.788
H -2.133 -1.397 -3.637
H -0.641 -2.954 -6.275
H -3.218 2.728 4.114
H 4.789 0.832 -0.222
H -0.221 2.431 -1.860
H 0.487 -5.637 -0.259
H -2.270 2.977 -0.512
H -2.041 3.948 -1.979
H -3.211 -3.215 4.010
H -2.178 3.137 2.875
```

## Properties
Orbital gap in eV: 7.69
Net charge: +2

***

Entry 5:
Density functional theory data (ωB97M-V/def2-TZVPD) for a cluster of 2 separate species, C5H13NO2 in total.

XYZ file:
```
21
C5H13NO2, DFT ωB97M-V/def2-TZVPD
O -1.447 -2.479 -0.315
O -0.339 0.042 -1.638
N 1.479 -0.466 -0.460
C 0.331 2.114 0.774
C 2.216 -0.654 0.777
C -0.368 0.752 0.675
C 0.231 0.077 -0.557
C -1.868 0.929 0.477
H 3.194 -1.071 0.537
H -0.127 0.137 1.537
H 1.718 -1.387 1.410
H -2.322 0.037 0.056
H -0.265 2.813 1.375
H -1.826 -2.360 -1.194
H -0.598 -2.027 -0.367
H 0.415 2.591 -0.205
H 1.863 -0.760 -1.345
H -2.053 1.751 -0.209
H 2.387 0.290 1.288
H 1.316 2.074 1.240
H -2.359 1.117 1.434
```

## Properties
Orbital gap in eV: 10.58
SMILES: CNC(=O)C(C)C.O
Energy relative to the best compared isomer or geometry (same formula, charge and spin) in kJ/mol: 50.5
Net charge: 0

***

| no. | calculated total energy (eV) |
| --- | --- |
| 1 | -4342.3150 |
| 2 | -236328.8324 |
| 3 | -85366.0908 |
| 4 | -71300.9165 |
| 5 | -10981.3559 |